Entry 1:
Molecular formula: C12H11
Method: DFT, ωB97M-V/def2-TZVPD

Atoms and positions in Å:
1 H -0.4844 -2.4697 0.9731
2 C -0.2128 -1.4152 0.9165
3 C -0.6167 -0.6684 -0.2106
4 C -0.2132 0.6801 -0.2928
5 C 0.3787 1.3166 0.7628
6 C 0.4012 0.6869 2.1370
7 C 0.3787 -0.8172 1.9950
8 H -1.2689 -1.1196 -0.9908
9 H -0.4861 1.2569 -1.1790
10 H 0.5150 2.4133 0.7998
11 H -0.3163 1.0942 2.8429
12 H 0.5144 -1.3336 2.9648
13 C 3.8212 1.2226 3.0608
14 C 3.7613 1.9220 4.2741
15 C 2.5069 2.2578 4.8545
16 C 1.3668 1.8750 4.1946
17 C 1.4733 1.1603 2.9565
18 C 2.6858 0.8385 2.3979
19 H 4.7870 0.9699 2.6193
20 H 4.6781 2.2206 4.7932
21 H 2.4200 2.8034 5.7961
22 H 0.3294 2.0839 4.5587
23 H 2.7407 0.2997 1.4650

Computed properties:
* energy relative to the best compared isomer or geometry (same formula, charge and spin): 0.541 eV
* total charge: 0
* expectation value of S²: 0.80
* frontier orbital gap (spin up / spin down): 0.299 / 0.306 Ha
* 2S+1: 2

---

Entry 2:
Molecular formula: C12H11AuN2OS5SbSe2
Method: DFT, ωB97M-V/def2-TZVPD

Atoms and positions in Å:
1 Au -0.8999 0.0374 0.3160
2 S -1.9201 -3.4111 -2.8201
3 Sb -3.0912 -1.6370 -1.7331
4 S -1.5501 0.1493 -1.9721
5 S -2.2676 -1.7969 0.5013
6 Se 1.1623 -2.9157 1.7258
7 Se 2.2213 -0.9797 2.4289
8 C 0.7404 0.0546 3.1101
9 C 1.0227 0.8344 4.2232
10 C -0.0107 1.5157 4.8403
11 C -1.3039 1.3485 4.3718
12 C -1.4945 0.5727 3.2477
13 N -0.4852 -0.0208 2.5941
14 C 1.3243 -2.6668 -0.1875
15 C 1.6286 -3.7648 -0.9818
16 C 1.8713 -3.5358 -2.3256
17 C 1.8576 -2.2316 -2.8007
18 C 1.5169 -1.2165 -1.9226
19 N 1.2113 -1.4407 -0.6442
20 H 2.0335 0.8844 4.6042
21 H 0.1880 2.1399 5.7021
22 H -2.1502 1.8127 4.8566
23 H -2.4795 0.4106 2.8316
24 H 1.6892 -4.7572 -0.5560
25 H 2.0889 -4.3634 -2.9885
26 H 2.0837 -2.0045 -3.8330
27 H 1.4588 -0.1857 -2.2516
28 C -1.7036 5.2375 1.0979
29 O -0.6727 4.2841 0.8073
30 C -1.0102 3.0152 0.6375
31 S -2.5446 2.4124 0.6862
32 S 0.3808 2.0073 0.2702
33 H -1.1795 6.1269 1.4341
34 H -2.3703 4.8565 1.8678
35 H -2.2762 5.4451 0.1956

Computed properties:
* energy relative to the best compared isomer or geometry (same formula, charge and spin): 0.000 eV
* total charge: 0
* expectation value of S²: 0.76
* frontier orbital gap (spin up / spin down): 0.236 / 0.210 Ha
* 2S+1: 2

---

Entry 3:
Molecular formula: C12H11AuN3O5
Method: DFT, ωB97M-V/def2-TZVPD

Atoms and positions in Å:
1 Au -0.5798 0.2361 -1.8550
2 O -4.0944 0.4952 3.4538
3 C -3.3898 0.3844 2.3496
4 C -3.9190 0.5646 1.0569
5 C -3.0610 0.4947 -0.0146
6 N -1.7749 0.2472 0.1175
7 C -1.2926 -0.0336 1.3059
8 C -2.0222 0.0434 2.4599
9 C 0.2267 -0.6428 1.2625
10 O 0.8452 -0.3729 2.2575
11 O 0.3995 -1.2234 0.2094
12 C -3.5148 0.6123 -1.5231
13 O -4.6670 0.9032 -1.6981
14 O -2.6022 0.3495 -2.3400
15 H -5.0279 0.7178 3.3076
16 H -4.9695 0.7526 0.8894
17 H -1.5847 -0.1458 3.4287
18 C 3.8983 0.7959 0.9585
19 C 3.1217 0.3796 -0.2171
20 C 3.2874 -0.7205 -1.0551
21 C 2.2022 -0.7226 -1.9217
22 N 1.4232 0.3457 -1.6595
23 N 1.9983 0.9965 -0.6246
24 C 1.8447 -1.6933 -2.9727
25 H 4.9659 0.7045 0.7727
26 H 3.6536 0.1259 1.7878
27 H 3.6629 1.8097 1.2699
28 H 4.0843 -1.4326 -1.0212
29 H 1.6197 1.8675 -0.2816
30 H 2.6862 -1.8537 -3.6435
31 H 0.9893 -1.3363 -3.5449
32 H 1.5907 -2.6488 -2.5149

Computed properties:
* energy relative to the best compared isomer or geometry (same formula, charge and spin): 2.775 eV
* total charge: +1
* frontier orbital gap (spin up / spin down): 0.175 / 0.174 Ha